# 1
ORCA calculation (ωB97M-V with the def2-TZVPD basis set) on C41H64GeN5O3P3Y as an isolated structure at a distorted geometry.

Calculated values
Highest occupied orbital energy (spin up / spin down)   -4.85 / -6.46 eV
Gap between HOMO and LUMO (spin up / spin down)   0.198 / 0.236 Eh
Energy above the lowest of the compared OMol25 structures with the same formula, charge and spin   2.779 eV
F_max   5.75 eV Å⁻¹

Structure (ORCA input):
```
! RIJCOSX wB97M-V def2-TZVPD def2/J DEFGRID3
* xyz 0 2
Y 9.07 12.64 9.69
C 11.65 16.49 14.00
C 11.13 16.20 12.57
C 11.81 17.34 11.80
P 9.38 15.56 12.48
C 8.67 14.61 13.76
N 9.52 13.47 14.13
Ge 9.67 11.61 13.01
N 11.60 10.84 12.72
C 12.12 10.33 11.47
P 12.42 11.70 10.19
C 12.98 10.96 8.43
C 12.26 11.64 7.31
C 12.61 9.37 8.57
C 13.88 12.49 11.06
C 15.20 11.77 10.95
C 13.84 13.90 10.43
C 12.30 10.51 13.91
C 13.65 10.12 13.89
C 14.23 9.50 14.98
C 13.60 9.39 16.21
C 12.38 10.04 16.33
C 11.70 10.50 15.19
N 10.32 10.97 15.31
C 10.12 12.19 16.15
C 10.23 12.20 17.56
C 10.12 13.36 18.34
C 9.67 14.54 17.67
C 9.60 14.51 16.30
C 9.73 13.38 15.48
C 9.41 9.84 15.54
C 9.50 8.92 16.59
C 8.34 8.29 17.08
C 7.12 8.53 16.44
C 7.05 9.25 15.28
C 8.23 9.83 14.74
N 8.21 10.33 13.46
C 7.31 9.74 12.42
P 8.20 9.10 10.85
C 6.93 8.63 9.61
C 5.53 8.24 10.16
C 7.21 7.70 8.44
C 9.04 7.49 11.25
C 8.01 6.38 11.33
C 9.91 7.62 12.49
C 8.83 17.29 12.36
C 9.17 18.33 13.37
C 7.45 17.22 11.71
H 12.72 16.23 14.02
H 11.15 15.92 14.81
H 11.61 17.55 14.24
H 11.66 15.26 12.29
H 11.37 18.33 11.96
H 11.92 17.11 10.73
H 12.83 17.40 12.25
H 7.61 14.44 13.53
H 8.64 15.34 14.59
H 11.43 9.71 10.86
H 12.99 9.66 11.57
H 14.09 10.86 8.50
H 11.23 11.27 7.25
H 12.80 11.48 6.37
H 12.26 12.73 7.35
H 11.59 8.51 8.82
H 13.45 9.18 9.23
H 12.73 8.89 7.63
H 13.55 12.55 12.12
H 15.61 11.83 9.93
H 15.18 10.72 11.26
H 15.91 12.26 11.61
H 14.43 13.97 9.52
H 14.13 14.65 11.16
H 12.78 14.15 10.16
H 14.22 10.35 12.99
H 15.21 9.04 14.81
H 14.07 8.82 17.02
H 11.89 10.19 17.28
H 10.43 11.28 18.07
H 10.33 13.38 19.38
H 9.37 15.45 18.16
H 9.58 15.48 15.82
H 10.44 8.76 17.08
H 8.36 7.70 17.98
H 6.19 8.19 16.93
H 6.10 9.38 14.72
H 6.53 10.43 12.03
H 6.79 8.89 12.92
H 6.80 9.73 9.19
H 5.55 7.22 10.57
H 4.78 8.25 9.36
H 5.11 8.94 10.90
H 6.53 6.82 8.57
H 8.23 7.27 8.45
H 6.94 8.09 7.46
H 9.67 7.37 10.36
H 7.69 6.17 12.35
H 8.45 5.49 10.85
H 7.08 6.60 10.80
H 9.32 7.67 13.41
H 10.52 8.55 12.48
H 10.62 6.77 12.53
H 9.42 17.48 11.43
H 8.79 18.14 14.38
H 8.67 19.26 13.10
H 10.23 18.64 13.37
H 6.78 16.53 12.20
H 7.72 16.90 10.71
H 7.08 18.27 11.75
N 4.41 13.81 8.99
C 5.64 14.54 8.76
C 6.92 13.60 8.53
O 6.66 12.48 8.07
O 8.15 14.25 8.78
H 4.19 12.95 8.50
H 3.71 14.40 9.26
H 6.07 15.10 9.58
H 5.64 15.12 7.81
O 8.91 14.82 11.06
*
```


# 2
ORCA calculation (ωB97M-V with the def2-TZVPD basis set) on C32H50Br2MoN2PSi as an isolated structure.

Calculated values
Highest occupied orbital energy (spin up / spin down)   -17.82 / -18.00 eV
Gap between HOMO and LUMO (spin up / spin down)   0.274 / 0.277 Eh
F_max   0.40 eV Å⁻¹

Structure (ORCA input):
```
! RIJCOSX wB97M-V def2-TZVPD def2/J DEFGRID3
* xyz 3 3
Mo 0.54 0.84 0.82
Br -3.42 -1.21 5.87
C -2.37 -0.60 4.47
C -2.80 0.47 3.68
C -1.98 0.89 2.65
N -0.80 0.31 2.38
C -0.37 -0.73 3.16
C -1.14 -1.20 4.20
C 0.96 -1.28 2.82
C 1.54 -2.34 3.48
C 2.81 -2.77 3.09
Br 3.61 -4.19 3.97
C 3.47 -2.13 2.05
C 2.83 -1.09 1.42
N 1.60 -0.67 1.79
H -3.74 0.97 3.87
H -2.28 1.71 2.02
H -0.80 -2.01 4.82
H 1.04 -2.83 4.29
H 4.46 -2.43 1.73
H 3.30 -0.56 0.60
C 2.18 -0.79 -4.74
C 1.51 0.58 -4.52
C 0.98 0.73 -3.08
C 0.48 -0.63 -2.57
C 1.66 -1.61 -2.42
C 2.78 -1.30 -3.43
P -0.45 -0.48 -1.02
C -1.13 -2.06 -0.41
C -0.13 -3.15 -0.02
C -0.86 -4.17 0.87
C -2.32 -4.37 0.43
C -2.47 -4.11 -1.07
C -2.17 -2.63 -1.40
C -1.89 0.67 -1.14
C -2.70 0.68 -2.47
C -2.68 2.05 -3.15
C -3.17 3.17 -2.23
C -2.66 3.03 -0.78
C -1.45 2.09 -0.74
H 2.94 -0.72 -5.51
H 1.45 -1.52 -5.10
H 0.69 0.72 -5.23
H 2.23 1.38 -4.71
H 0.19 1.49 -3.07
H 1.78 1.09 -2.42
H -0.24 -1.02 -3.30
H 1.30 -2.63 -2.58
H 2.07 -1.58 -1.40
H 3.37 -2.20 -3.60
H 3.46 -0.55 -3.03
H -1.66 -1.75 0.50
H 0.75 -2.75 0.49
H 0.24 -3.64 -0.92
H -0.83 -3.84 1.91
H -0.31 -5.12 0.83
H -2.98 -3.70 0.98
H -2.64 -5.38 0.67
H -3.47 -4.36 -1.41
H -1.79 -4.76 -1.62
H -3.09 -2.04 -1.35
H -1.81 -2.56 -2.43
H -2.54 0.30 -0.34
H -3.74 0.42 -2.24
H -2.34 -0.09 -3.15
H -3.29 2.01 -4.05
H -1.67 2.27 -3.50
H -4.26 3.17 -2.21
H -2.87 4.13 -2.64
H -3.44 2.60 -0.14
H -2.40 4.00 -0.36
H -1.07 2.16 0.32
H -0.67 2.47 -1.40
C 0.78 4.63 2.35
Si 2.15 3.43 2.04
C 2.24 2.14 3.40
C 3.80 4.16 1.66
C 1.53 2.49 0.43
H 1.00 5.23 3.23
H -0.18 4.13 2.52
H 0.67 5.32 1.51
H 2.54 2.67 4.31
H 3.00 1.38 3.22
H 1.28 1.67 3.64
H 4.15 4.72 2.52
H 3.74 4.85 0.81
H 4.55 3.40 1.43
H 2.26 1.76 -0.03
H 1.19 3.20 -0.33
*
```


- Among the records above, which one has the lowest F_max?
  C32H50Br2MoN2PSi